(1)
Below is C39H55Br2N10O7P2V as an isolated structure, with properties calculated with ωB97M-V/def2-TZVPD.

Its energy relative to the best compared isomer or geometry (same formula, charge and spin) is 0.610 eV. The charge is +1. The LUMO energy (alpha / beta) comes out at -2.79 / -2.91 eV. For the HOMO energy (alpha / beta), the calculation gives -8.91 / -10.25 eV. The value obtained for the HOMO-LUMO gap (alpha / beta) is 6.122 / 7.341 eV. Its expectation value of S² is 3.760. As for the total energy: -9368.324007 Ha. As for the multiplicity: 4.

Cartesian coordinates (Å):
V  0.8090  -0.2528  0.0780
O  -2.0400  1.8405  -1.1598
C  -2.7623  0.6696  -1.5532
C  -1.9770  -0.6141  -1.1196
O  -2.5929  -1.6203  -0.7773
O  -0.7102  -0.5118  -1.2297
C  -4.1552  0.7140  -0.9276
C  -5.3168  0.7971  -1.6823
C  -6.5620  0.8658  -1.0662
C  -6.6611  0.8490  0.3137
C  -5.5017  0.7726  1.0767
C  -4.2646  0.7120  0.4593
C  -2.8206  0.6706  -3.0722
C  -2.6447  1.8526  -3.7809
C  -2.7313  1.8618  -5.1666
C  -2.9951  0.6887  -5.8579
C  -3.1758  -0.4933  -5.1531
C  -3.0908  -0.5029  -3.7687
H  -1.6776  1.6881  -0.2781
H  -5.2603  0.8028  -2.7625
H  -7.4558  0.9279  -1.6736
H  -7.6302  0.8923  0.7936
H  -5.5679  0.7488  2.1585
H  -3.3673  0.6461  1.0622
H  -2.4480  2.7668  -3.2381
H  -2.6001  2.7910  -5.7084
H  -3.0653  0.6957  -6.9379
H  -3.3864  -1.4135  -5.6829
H  -3.2404  -1.4260  -3.2213
C  0.4254  -2.1094  4.2845
N  0.2178  -0.6677  4.2444
C  1.2828  0.1009  4.8683
P  -0.8678  -0.0842  3.1570
O  -0.5446  -0.1163  1.7064
O  -1.0755  1.3945  3.7239
P  -0.6801  2.8804  3.2284
O  0.4341  2.9786  2.2717
N  -2.1016  3.4140  2.6069
C  -3.3545  3.3241  3.3448
C  -2.1135  4.3816  1.5172
N  -0.2695  3.5253  4.6974
C  0.5112  4.7596  4.6910
C  -1.1406  3.4003  5.8600
N  -2.2545  -0.8867  3.4300
C  -2.8100  -1.8554  2.4833
C  -2.7843  -0.9764  4.7837
H  0.5056  -2.4417  5.3217
H  1.3408  -2.3958  3.7608
H  -0.4119  -2.6306  3.8202
H  1.3064  -0.1145  5.9395
H  1.1262  1.1693  4.7363
H  2.2542  -0.1670  4.4493
H  -3.3508  2.4585  4.0053
H  -4.1715  3.2004  2.6343
H  -3.5456  4.2244  3.9377
H  -1.1615  4.3465  0.9966
H  -2.2916  5.3994  1.8816
H  -2.9011  4.1149  0.8107
H  1.1112  4.8123  3.7859
H  1.1795  4.7657  5.5538
H  -0.1296  5.6463  4.7499
H  -1.6550  2.4420  5.8523
H  -1.8839  4.2028  5.9074
H  -0.5328  3.4490  6.7652
H  -2.3777  -1.7271  1.4938
H  -3.8861  -1.7106  2.3978
H  -2.6248  -2.8754  2.8371
H  -2.3605  -0.1981  5.4161
H  -2.5593  -1.9484  5.2340
H  -3.8681  -0.8518  4.7598
Br  6.6248  -0.3122  3.3898
C  4.9423  -0.2476  2.5571
C  4.3035  0.9699  2.3701
C  3.0699  0.9668  1.7485
N  2.4850  -0.1533  1.3033
C  3.0911  -1.3382  1.5234
C  4.3286  -1.4185  2.1481
C  2.3097  -2.5324  1.1027
C  2.7580  -3.8342  1.2598
C  1.9083  -4.8653  0.8922
Br  2.4743  -6.6470  1.0901
C  0.6506  -4.5866  0.3847
C  0.2860  -3.2584  0.2411
N  1.0983  -2.2593  0.5914
H  4.7465  1.8947  2.7104
H  2.5052  1.8808  1.5951
H  4.8108  -2.3697  2.3155
H  3.7368  -4.0555  1.6578
H  -0.0268  -5.3762  0.0949
H  -0.6738  -2.9609  -0.1761
N  3.2039  -0.7978  -3.5241
C  2.9976  -0.3214  -2.2776
N  3.8043  0.6829  -1.8541
O  2.1001  -0.7891  -1.5714
H  3.9243  -0.4557  -4.1317
H  2.5701  -1.5021  -3.8575
H  4.6069  0.9867  -2.3737
H  3.6802  1.0116  -0.9132
N  0.9808  1.7173  -0.6170
C  0.9957  2.8104  -0.9906
N  0.9675  4.0277  -1.4611
C  0.7939  5.1789  -0.5684
C  -0.3666  6.0659  -1.0644
C  -1.2370  5.3190  -2.0728
C  -0.4171  4.9539  -3.3072
C  0.8976  4.2514  -2.9119
H  1.7299  5.7420  -0.5279
H  0.5954  4.7807  0.4259
H  0.0295  6.9688  -1.5349
H  -0.9584  6.3929  -0.2087
H  -2.0891  5.9343  -2.3631
H  -1.6398  4.4078  -1.6231
H  -0.1835  5.8607  -3.8686
H  -0.9974  4.3094  -3.9670
H  1.7659  4.8495  -3.1981
H  0.9889  3.2797  -3.3931

(2)
Below is C39H55Cl2GaN6O2PS as an isolated structure, with properties calculated with ωB97M-V/def2-TZVPD.

Its energy relative to the best compared isomer or geometry (same formula, charge and spin) is 0.039 eV. The charge is +3. The LUMO energy comes out at -8.37 eV. For the HOMO energy, the calculation gives -14.27 eV. The value obtained for the HOMO-LUMO gap is 5.895 eV. As for the total energy: -5582.096096 Ha.

Cartesian coordinates (Å):
Ga  -0.4937  -0.7232  0.2252
N  0.6336  -3.3113  2.7511
C  -0.5170  -3.8020  3.5919
C  -0.7127  -2.8015  4.7208
C  -1.2569  -1.4559  4.2297
N  -0.2561  -0.7386  3.3915
C  -2.5617  -1.6687  3.4557
C  -2.5115  -2.6932  2.3128
N  -1.9848  -2.1190  1.0037
C  -1.7978  -3.9718  2.7787
H  1.5224  -3.5310  3.2050
H  0.5415  -2.2715  2.6845
H  0.6517  -3.6973  1.8039
H  -0.2094  -4.7725  3.9783
H  0.2138  -2.6758  5.2873
H  -1.4419  -3.2167  5.4184
H  -1.4983  -0.8658  5.1171
H  0.5147  -0.4071  3.9701
H  -0.6847  0.1064  3.0261
H  -2.9387  -0.7132  3.0971
H  -3.3015  -2.0241  4.1758
H  -3.5373  -2.9897  2.0873
H  -2.7498  -1.5538  0.6397
H  -1.9048  -2.8759  0.3266
H  -1.6424  -4.6603  1.9422
H  -2.4957  -4.4729  3.4522
S  -3.6568  4.9742  0.9877
C  -2.8116  3.4115  0.9632
C  -1.4633  3.3267  0.6262
C  -0.8622  2.0923  0.5399
N  -1.5203  0.9349  0.7778
C  -2.8130  1.0229  1.1586
C  -3.4770  2.2204  1.2622
C  -4.3308  4.7726  -0.6647
C  -5.5572  4.1556  -0.8610
C  -6.0061  4.0029  -2.1673
N  -5.3252  4.4167  -3.2319
C  -4.1698  5.0399  -3.0221
C  -3.6240  5.2441  -1.7607
H  -0.8907  4.2203  0.4183
H  0.1820  2.0171  0.2774
H  -3.3412  0.1089  1.3623
H  -4.5147  2.2344  1.5660
H  -6.1591  3.8193  -0.0275
H  -6.9614  3.5296  -2.3625
H  -3.6515  5.4002  -3.9036
H  -2.6860  5.7696  -1.6409
Cl  6.9086  -0.2907  1.9929
C  5.8846  0.8829  2.7457
C  6.4190  1.6762  3.7520
C  5.6087  2.5348  4.4719
C  4.2496  2.5822  4.2105
C  3.7390  1.7919  3.2001
Cl  2.0032  1.8505  2.8874
C  4.5324  0.9557  2.4092
N  3.9309  0.1814  1.4142
C  4.4159  -0.0521  0.1122
C  5.2995  0.8257  -0.5091
C  5.7056  0.6099  -1.8156
C  5.2307  -0.4835  -2.5301
C  4.3628  -1.3644  -1.9126
C  3.9515  -1.1638  -0.5943
C  3.0880  -2.2134  0.0678
C  1.6634  -1.8030  0.2257
O  0.6572  -2.5654  0.1429
O  1.3745  -0.5720  0.4900
H  7.4727  1.5917  3.9777
H  6.0307  3.1506  5.2528
H  3.5941  3.2289  4.7764
H  2.9380  0.0980  1.5046
H  5.6513  1.6930  0.0340
H  6.3968  1.3012  -2.2787
H  5.5461  -0.6541  -3.5502
H  4.0221  -2.2448  -2.4487
H  3.4656  -2.4182  1.0811
H  3.1160  -3.1523  -0.4848
C  -1.2321  -2.0980  -4.4992
C  -0.7119  -2.2246  -3.0610
C  -1.5714  -3.2249  -2.2883
P  -0.5156  -0.5937  -2.2224
C  1.1505  0.0358  -2.7115
C  1.4446  -0.0931  -4.2098
C  1.4422  1.4438  -2.2087
C  -1.8555  0.6117  -2.6041
C  -1.9157  1.1782  -4.0250
C  -3.2142  0.0272  -2.2000
H  -1.0755  -3.0498  -5.0075
H  -0.7293  -1.3303  -5.0801
H  -2.3030  -1.8969  -4.5066
H  0.3155  -2.6061  -3.0744
H  -2.6239  -2.9351  -2.2933
H  -1.2223  -3.3396  -1.2640
H  -1.5004  -4.2032  -2.7627
H  1.8352  -0.6439  -2.1915
H  0.7751  0.5030  -4.8264
H  1.4069  -1.1252  -4.5540
H  2.4596  0.2667  -4.3810
H  0.8379  2.1970  -2.7180
H  2.4916  1.6720  -2.3971
H  1.2987  1.5334  -1.1355
H  -1.6185  1.4393  -1.9266
H  -2.2216  0.4292  -4.7510
H  -0.9698  1.6097  -4.3444
H  -2.6607  1.9756  -4.0443
H  -3.5533  -0.7167  -2.9205
H  -3.9621  0.8213  -2.1735
H  -3.2010  -0.4468  -1.2127

(3)
Below is C39H55N9O13 as an isolated structure, with properties calculated with ωB97M-V/def2-TZVPD.

Its energy relative to the best compared isomer or geometry (same formula, charge and spin) is 20.386 eV. The charge is 0. The LUMO energy comes out at -1.20 eV. For the HOMO energy, the calculation gives -8.64 eV. The value obtained for the HOMO-LUMO gap is 7.437 eV. As for the total energy: -2988.885953 Ha.

Cartesian coordinates (Å):
C  4.9247  1.2835  0.5053
C  4.2727  0.0195  1.0153
C  3.6837  0.1125  2.4493
C  3.9177  1.4175  3.2953
C  4.7077  2.5885  2.7183
C  5.2267  2.4935  1.3153
N  3.2887  1.4895  4.6243
O  3.2777  2.6155  5.1413
O  2.8867  0.4535  5.1513
H  5.4677  1.0655  -0.4637
H  4.1437  -1.1175  0.2743
H  2.9737  -0.5675  2.8533
H  4.9237  3.6345  3.3533
H  5.8477  3.1825  0.9313
C  -5.8213  -5.1455  -2.6887
C  -4.9713  -3.8115  -3.1157
C  -4.0143  -3.2175  -1.9847
C  -3.7143  -4.1515  -0.7207
C  -4.3803  -5.4725  -0.6107
C  -5.5103  -5.8645  -1.5157
N  -2.7303  -3.6445  0.2563
O  -2.1773  -2.5375  0.0743
O  -2.6123  -4.3295  1.2943
H  -6.3993  -5.5855  -3.4847
H  -4.7713  -3.3895  -3.9617
H  -3.5823  -2.3395  -2.1537
H  -4.2823  -6.2445  0.2453
H  -6.0693  -6.8935  -1.1677
C  -0.8603  5.7065  3.1903
C  -0.6263  6.9165  4.1183
C  0.8107  7.3825  4.2723
C  1.9447  6.7675  3.5633
C  1.6497  5.4035  2.8133
C  0.2237  5.0165  2.5023
N  3.3437  7.1275  3.8643
O  4.1917  6.2355  3.8263
O  3.3867  8.4085  4.0403
H  -1.8173  5.4505  3.0553
H  -1.4203  7.2785  4.7543
H  0.9947  8.2005  4.7783
H  2.3597  4.8875  2.3063
H  -0.3423  4.2615  1.9583
C  5.5217  0.7875  -6.7947
C  5.8197  0.2015  -5.4247
C  4.8197  0.3925  -4.3187
C  3.4897  1.2085  -4.4927
C  3.4307  1.9665  -5.7607
C  4.3487  1.6535  -6.8807
N  2.5207  1.4885  -3.3777
O  2.5257  0.6185  -2.4837
O  1.8927  2.6085  -3.4637
H  6.2077  0.6545  -7.5417
H  6.4897  -0.5785  -5.1477
H  4.7527  -0.1255  -3.4637
H  2.7897  2.8565  -5.9887
H  4.1007  2.0565  -7.8497
C  -0.2583  -2.2355  -3.2167
O  0.4367  -3.2595  -3.5507
N  -0.9663  -1.4565  -4.1407
C  -1.5443  -0.2695  -3.6547
C  -1.0083  -1.6055  -5.5697
H  -0.1663  -1.7955  -2.2627
H  -1.0883  0.6695  -3.5577
H  -2.0483  -0.4835  -2.7427
H  -2.4293  -0.0675  -4.2367
H  -0.9623  -0.7665  -6.1157
H  -1.7803  -2.3425  -6.0917
H  -0.0563  -1.9685  -5.7197
C  -0.5283  -0.9765  4.9363
O  -0.1603  -0.5325  3.7913
N  -1.3253  -2.0945  4.9773
C  -1.7233  -2.6725  6.2063
C  -1.9993  -2.7155  3.8493
H  -0.3573  -0.6185  5.9793
H  -1.6123  -3.6735  6.5633
H  -2.7623  -2.4675  6.5623
H  -1.2223  -1.9725  7.1433
H  -2.1903  -3.7405  3.8103
H  -1.5793  -2.2525  2.9213
H  -3.1673  -2.4505  3.8063
C  -1.3563  1.4805  1.3203
O  -1.9763  2.5315  1.1723
N  -0.4243  1.1185  0.4453
C  0.2177  -0.2235  0.5063
C  0.0007  1.9305  -0.7107
H  -1.4993  0.9605  2.1753
H  0.2777  -0.7535  -0.4407
H  -0.3873  -0.8205  1.1943
H  1.1777  -0.1715  0.9873
H  1.0497  2.1755  -0.5837
H  -0.5453  2.8945  -0.7627
H  -0.1703  1.5055  -1.5647
C  -6.0193  0.8985  -2.9427
O  -5.2083  0.2195  -3.5967
N  -5.5463  1.5555  -1.7937
C  -6.4853  2.0835  -0.8867
C  -4.1633  1.4305  -1.3077
H  -7.0963  1.0175  -3.1587
H  -7.2973  1.3425  -0.6727
H  -7.0903  3.0025  -1.1597
H  -6.1673  2.1565  0.0043
H  -3.7903  2.3425  -1.0407
H  -3.3083  1.1385  -1.9327
H  -4.0573  0.7685  -0.2687
C  2.6897  -3.4245  0.0353
O  1.8677  -2.5825  -0.3627
N  2.5027  -4.0495  1.2733
C  3.4087  -5.1275  1.5963
C  1.3067  -3.7625  2.0463
H  3.5917  -3.5795  -0.6137
H  3.4587  -6.0135  1.0223
H  3.2187  -5.5155  2.5743
H  4.5237  -4.6385  1.5993
H  0.3877  -3.4785  1.3643
H  1.4137  -2.8695  2.6223
H  0.9427  -4.6745  2.4853

(4)
Below is C39H57CoN7O3 as an isolated structure, with properties calculated with ωB97M-V/def2-TZVPD.

Its energy relative to the best compared isomer or geometry (same formula, charge and spin) is 0.000 eV. The charge is +1. The LUMO energy (alpha / beta) comes out at -2.47 / -4.35 eV. For the HOMO energy (alpha / beta), the calculation gives -11.05 / -11.15 eV. The value obtained for the HOMO-LUMO gap (alpha / beta) is 8.578 / 6.807 eV. Its expectation value of S² is 6.014. As for the total energy: -3512.035706 Ha. As for the multiplicity: 5.

Cartesian coordinates (Å):
Co  -0.1816  0.4803  -0.4510
C  -2.7815  -1.1506  3.0119
C  -3.2746  -0.0966  2.0200
C  -4.4732  0.6674  2.5886
C  -3.6237  -0.7132  0.6810
C  -4.5115  -1.7866  0.6468
C  -4.9156  -2.3415  -0.5537
C  -4.4547  -1.7978  -1.7431
C  -3.5691  -0.7234  -1.7602
C  -3.2243  -0.1361  -3.1211
C  -3.9303  1.2015  -3.3547
C  -1.7358  -0.0347  -3.4445
C  -3.1277  -0.2065  -0.5286
N  -2.1488  0.8364  -0.5283
C  -2.5864  2.1167  -0.3822
O  -3.7142  2.4962  -0.1299
C  -1.4699  3.0982  -0.6503
C  -1.5741  4.4671  -0.8160
C  -0.4329  5.1573  -1.2147
C  0.7600  4.4842  -1.4609
C  0.7785  3.1175  -1.2535
N  -0.3092  2.4936  -0.8371
C  1.9207  2.1693  -1.5196
O  2.9554  2.5605  -2.0201
N  1.6001  0.8861  -1.1720
C  2.5933  -0.1301  -1.3789
C  2.6034  -0.8388  -2.5930
C  3.5163  -1.8788  -2.7500
C  4.4050  -2.2089  -1.7416
C  4.4045  -1.4826  -0.5630
C  3.5134  -0.4324  -0.3591
C  3.6046  0.3899  0.9134
C  4.4888  1.6270  0.7022
C  4.1561  -0.4003  2.1037
C  1.7023  -0.4589  -3.7497
C  1.1099  -1.6695  -4.4703
C  2.4695  0.4270  -4.7386
H  -2.3957  -0.6782  3.9188
H  -1.9963  -1.7675  2.5716
H  -3.5893  -1.8181  3.3163
H  -2.4685  0.6169  1.8534
H  -5.3069  -0.0107  2.7841
H  -4.8070  1.4343  1.8915
H  -4.2068  1.1465  3.5341
H  -4.9062  -2.1797  1.5757
H  -5.6086  -3.1730  -0.5664
H  -4.8011  -2.2034  -2.6866
H  -3.6430  -0.8428  -3.8428
H  -3.5438  1.9828  -2.7002
H  -5.0014  1.1203  -3.1695
H  -3.7838  1.5242  -4.3873
H  -1.2712  0.8175  -2.9447
H  -1.5992  0.1145  -4.5177
H  -1.2026  -0.9441  -3.1642
H  -2.5257  4.9563  -0.6618
H  -0.4813  6.2282  -1.3628
H  1.6488  4.9874  -1.8144
H  3.5439  -2.4276  -3.6828
H  5.1136  -3.0152  -1.8825
H  5.1215  -1.7311  0.2079
H  2.5960  0.7326  1.1545
H  5.5098  1.3145  0.4714
H  4.5219  2.2252  1.6161
H  4.1435  2.2515  -0.1174
H  5.2405  -0.5045  2.0363
H  3.7371  -1.4043  2.1759
H  3.9507  0.1342  3.0340
H  0.8764  0.1262  -3.3487
H  1.8743  -2.2403  -4.9998
H  0.3847  -1.3404  -5.2154
H  0.5992  -2.3468  -3.7801
H  3.2857  -0.1381  -5.1951
H  2.8994  1.2970  -4.2441
H  1.8074  0.7669  -5.5376
C  1.6704  0.2900  5.8212
C  0.4693  -0.2128  5.0355
N  0.2108  0.5702  3.8229
C  -0.2472  1.9466  4.0320
C  0.8207  2.9960  3.7363
C  0.3364  0.0785  2.5847
C  0.8467  -1.3180  2.4008
N  0.0422  0.7845  1.5226
H  1.8437  -0.3569  6.6810
H  1.5133  1.3012  6.1971
H  2.5698  0.2878  5.2038
H  -0.4327  -0.1688  5.6513
H  0.6087  -1.2539  4.7648
H  -0.5626  2.0166  5.0719
H  -1.1502  2.1162  3.4365
H  1.6286  2.9457  4.4649
H  0.3860  3.9947  3.7793
H  1.2624  2.8598  2.7475
H  0.1311  -2.0478  2.7774
H  1.7808  -1.4510  2.9416
H  1.0232  -1.5015  1.3458
H  -0.2633  1.7241  1.7429
C  1.0295  -4.7368  -1.2872
N  0.9082  -3.3234  -0.9817
C  -0.2547  -2.6863  -0.8165
N  -1.4039  -3.3713  -0.8034
O  -0.2669  -1.4397  -0.6501
H  2.0854  -4.9763  -1.3712
H  0.5445  -4.9909  -2.2329
H  0.6101  -5.3470  -0.4859
H  1.7122  -2.7210  -1.1113
H  -1.4412  -4.3548  -1.0007
H  -2.2698  -2.8542  -0.7225